# 1
ORCA calculation (ωB97M-V/def2-TZVPD) on a structure of composition C43H61AsBrN3O2S3Si3Ti at a distorted geometry.

As for the strongest force on any atom: 3.1 eV Å⁻¹. The spin multiplicity is 3. As for the electronic energy: -264281.95747 eV.

CARTESIAN COORDINATES (ANGSTROEM)
Ti -17.4395 1.2757 12.8386
C -21.5148 -0.9044 10.4656
C -20.9289 0.4090 10.9452
C -21.7224 1.5165 11.0334
C -21.1859 2.7518 11.4067
C -19.8292 2.9011 11.7294
Br -19.1006 4.5720 12.1841
N -18.9909 1.8452 11.6298
C -19.5213 0.6545 11.1258
H -22.6019 -0.8832 10.6328
H -21.0921 -1.8098 10.9664
H -21.3878 -1.0482 9.3762
H -22.8117 1.4434 10.9304
H -21.7663 3.6638 11.4313
H -18.7736 -0.0256 10.7549
C -17.1147 -3.2318 10.7543
C -17.3763 -2.2549 11.9336
C -16.7441 -2.5798 13.2442
C -16.7612 -3.8818 13.7714
C -15.9987 -4.2853 14.8969
C -15.1795 -3.3456 15.4765
C -15.2203 -1.9894 15.0996
C -14.2848 -1.0698 15.8883
C -12.8005 -1.3128 15.6037
C -15.9956 -1.5565 13.9900
N -15.9606 -0.1896 13.4972
C -14.8035 0.3460 13.0211
C -14.7177 1.7620 13.0046
C -13.6620 2.6840 12.6129
C -14.2440 3.9434 12.6654
C -15.5194 3.8302 13.2270
N -15.8502 2.5213 13.4047
H -17.6609 -2.9636 9.8256
H -17.4174 -4.2809 11.0472
H -16.0031 -3.1992 10.4183
H -18.4698 -2.2192 12.0078
H -17.0768 -1.2089 11.6983
H -17.3123 -4.6474 13.2379
H -15.9547 -5.3124 15.1718
H -14.5746 -3.6568 16.3305
H -14.4312 -1.1762 16.9855
H -14.5460 0.0126 15.7431
H -12.1755 -1.1743 16.4933
H -12.3368 -0.7275 14.8079
H -12.5666 -2.3339 15.3321
H -14.0164 -0.2601 12.5605
H -12.6058 2.4709 12.2758
H -13.8076 4.8616 12.3193
H -16.1974 4.6437 13.5278
O -16.3836 1.1792 10.8442
H -16.7721 1.4901 9.9984
H -15.4132 1.0870 10.7529
O -18.3048 1.3666 14.3970
C -19.0893 1.4363 15.6069
C -18.3550 2.3963 16.5569
C -17.0057 2.5643 16.8108
C -16.7267 3.5598 17.8417
C -17.8854 4.0666 18.3467
S -19.3477 3.4493 17.5823
C -19.2640 0.0437 16.2313
C -19.3521 -0.2146 17.5838
C -19.7156 -1.5542 17.8884
C -19.7844 -2.3502 16.7786
S -19.4333 -1.4921 15.3360
C -20.5035 1.8900 15.3014
C -21.6477 1.1721 14.9947
C -22.8214 1.9333 14.8246
C -22.5593 3.2729 14.8219
S -20.8411 3.6255 15.1329
H -16.1897 1.9326 16.4262
H -15.7031 3.7171 18.1737
H -17.9667 4.8224 19.1318
H -19.0962 0.4986 18.3194
H -19.9700 -1.9676 18.9039
H -19.9099 -3.4325 16.7700
H -21.6311 0.0567 15.0030
H -23.7578 1.5417 14.5191
H -23.2571 4.0912 14.5617
C -20.3789 4.4145 5.8339
Si -18.6468 3.8338 5.3366
C -18.8096 2.1905 4.4402
C -18.0153 5.0411 3.9642
As -17.1975 3.7992 7.2679
Si -15.2508 2.7933 6.2151
C -13.7186 2.9180 7.3658
C -14.8103 3.2201 4.3937
C -15.7206 0.9954 6.2395
Si -16.6294 6.1824 7.9558
C -18.1427 7.2240 8.4805
C -15.6339 7.1328 6.6744
C -15.3681 6.0532 9.4514
H -21.1158 3.8934 5.1731
H -20.4421 5.4681 5.6468
H -20.5097 4.2433 6.8913
H -19.4683 2.3061 3.5775
H -19.0372 1.3864 5.2039
H -17.8186 1.9824 4.0493
H -18.3519 6.0471 4.0415
H -18.3729 4.6614 3.0115
H -16.9421 5.0492 3.8112
H -12.9229 3.5374 7.0095
H -13.2985 1.9796 7.6443
H -14.1197 3.4379 8.2351
H -14.7273 4.2585 4.1251
H -15.6122 2.8872 3.6603
H -13.8924 2.6973 4.1867
H -14.9814 0.2663 6.5986
H -16.0005 0.5691 5.2590
H -16.6605 0.8983 6.8271
H -18.8407 6.6818 9.0998
H -18.6825 7.5525 7.5646
H -17.8018 8.1205 9.0152
H -16.1388 7.1846 5.7068
H -14.6672 6.6424 6.6785
H -15.4080 8.1966 6.8996
H -15.9997 6.1102 10.3378
H -14.7061 6.8951 9.3892
H -14.7276 5.2070 9.5632



# 2
ORCA calculation (ωB97M-V/def2-TZVPD) on a cluster of 2 separate species, C4H4BrNO2S in total at a distorted geometry.

As for the strongest force on any atom: 4.6 eV Å⁻¹. The spin multiplicity is 1. As for the electronic energy: -90670.30122 eV.

CARTESIAN COORDINATES (ANGSTROEM)
C -1.5205 -0.2684 0.1851
C -1.1688 0.0205 1.4091
C -0.3593 -0.6720 -0.7319
C 0.8713 -0.5827 0.0635
N 1.2720 1.4902 -0.4223
O 1.4329 1.7247 -1.6009
O 1.4589 1.9754 0.6773
S 0.5677 -0.3487 1.7768
Br 2.4577 -1.3587 -0.5418
H -2.4760 -0.1592 -0.3574
H -1.7099 0.0983 2.3296
H -0.5986 -1.6938 -1.1042
H -0.2273 -0.2256 -1.6828



# 3
ORCA calculation (ωB97M-V/def2-TZVPD) on a cluster of 2 separate species, C5H16N in total at a distorted geometry.

The net charge is +1. As for the strongest force on any atom: 3.0 eV Å⁻¹. The spin multiplicity is 1. As for the electronic energy: -6927.14483 eV.

CARTESIAN COORDINATES (ANGSTROEM)
C 1.5344 0.6339 0.6357
C 1.8380 1.3591 -0.6601
C 2.8026 0.6351 1.5695
H 0.8360 1.2473 1.2227
H 1.1647 -0.3782 0.5559
H 2.5931 2.1200 -0.4505
H 2.8523 1.7163 1.7665
H 2.7796 0.0015 2.4354
H 3.6793 0.4381 0.9558
H 2.2621 0.6979 -1.4098
H 0.9910 1.9045 -1.0937
C -1.5545 -0.6051 -0.7658
C -1.8906 -2.0994 -0.9864
N -2.7444 0.0032 0.0450
H -0.8480 -0.6600 0.0538
H -1.3442 -0.0236 -1.6493
H -2.0792 -2.4838 -1.9907
H -2.7521 -2.4284 -0.4092
H -3.2930 -0.7120 0.5239
H -2.3659 0.6954 0.6987
H -3.4170 0.5743 -0.4828
H -1.0443 -2.6361 -0.5645



# 4
ORCA calculation (ωB97M-V/def2-TZVPD) on the molecule C4H4BrN at a distorted geometry.

As for the strongest force on any atom: 6.3 eV Å⁻¹. The spin multiplicity is 1. As for the electronic energy: -75742.54471 eV.

CARTESIAN COORDINATES (ANGSTROEM)
N 2.1496 -3.1361 -0.0223
C 1.8795 -2.0339 0.0220
C 1.3693 -0.3812 0.1427
Br 2.9748 0.6608 -0.0271
C 0.2042 -0.0966 -0.7611
C 0.1177 0.1114 0.7622
H -0.1239 -1.0095 -1.3235
H 0.1524 0.8315 -1.4357
H 0.1614 1.0549 1.2375
H -0.3943 -0.5478 1.2849



# 5
ORCA calculation (ωB97M-V/def2-TZVPD) on a structure of composition C38H88F4N6O12S4V at a distorted geometry.

The net charge is +3. As for the strongest force on any atom: 8.1 eV Å⁻¹. The spin multiplicity is 1. As for the electronic energy: -154215.77479 eV.

CARTESIAN COORDINATES (ANGSTROEM)
O -0.6581 0.2118 -1.2780
V 0.2559 1.1651 -0.3276
O 1.7772 0.7708 -0.5117
C 4.2505 -5.5322 0.8574
C 3.4272 -4.2881 0.4609
N 4.2005 -3.2162 -0.2490
C 4.7287 -3.7421 -1.5617
C 3.2624 -2.0408 -0.5000
C 2.4918 -2.1184 -1.8428
C 5.4545 -2.7903 0.5431
C 5.1778 -2.3117 1.9753
O 4.3688 -1.1688 1.8842
C 4.3523 -0.4173 3.0906
H 5.1884 -5.5513 0.2998
H 3.7588 -6.4620 0.5892
H 4.5210 -5.4459 1.9072
H 2.9295 -3.8591 1.3307
H 2.5758 -4.6347 -0.1270
H 5.5992 -4.3893 -1.4852
H 5.1164 -2.9207 -2.1656
H 3.9053 -4.1804 -2.1152
H 3.8201 -1.1147 -0.6288
H 2.6527 -1.9074 0.3868
H 1.8605 -2.9961 -1.9955
H 3.0928 -1.9643 -2.7342
H 1.7632 -1.3089 -1.7816
H 5.7617 -1.9252 -0.0374
H 6.0478 -3.6960 0.6179
H 6.1759 -2.0193 2.3270
H 4.8411 -3.1142 2.6379
H 5.2720 0.1499 3.2643
H 4.2537 -1.0650 3.9664
H 3.4987 0.2571 3.0939
C 4.4382 2.3031 0.6028
C 5.4925 3.0550 1.4327
N 5.6728 4.5181 1.0925
C 4.4027 5.2127 1.5157
C 6.7913 5.0904 1.9979
C 7.1706 6.5223 1.6763
C 5.8867 4.7559 -0.3956
C 7.0015 3.9959 -1.0967
O 8.2330 4.3543 -0.5147
C 9.2132 3.3472 -0.6411
H 3.4977 2.5584 1.0850
H 4.6447 1.2323 0.6867
H 4.4917 2.3616 -0.4831
H 6.4414 2.5639 1.1869
H 5.5023 2.9151 2.5122
H 4.3705 6.2526 1.1931
H 4.3482 5.1825 2.5993
H 3.5664 4.7554 0.9912
H 7.6261 4.4149 1.8231
H 6.4455 5.0189 3.0272
H 7.7811 6.9370 2.4760
H 6.2840 7.1186 1.4685
H 7.8221 6.5550 0.8020
H 6.1075 5.8229 -0.4314
H 4.8972 4.6343 -0.8334
H 7.0089 4.2121 -2.1673
H 6.8258 2.9260 -0.9334
H 9.6400 3.3256 -1.6511
H 8.8965 2.3219 -0.4327
H 10.0750 3.6079 -0.0286
C -0.9581 -3.3833 -0.3107
C -1.3053 -2.9476 1.1066
C -1.5444 -4.1678 2.0222
C -2.9147 -4.7850 1.8308
N -3.1526 -6.0573 2.5856
C -2.8929 -5.8821 4.0936
C -3.8015 -6.8642 4.7727
C -5.0892 -6.7410 3.9234
C -4.6230 -6.4422 2.5137
C -2.2645 -7.2194 2.0931
C -2.2628 -7.3778 0.5705
C -1.6309 -8.7405 0.2463
H -1.6820 -4.0411 -0.7857
H 0.0891 -3.6850 -0.3934
H -0.9649 -2.4523 -0.8909
H -2.1739 -2.2848 1.0349
H -0.6051 -2.2056 1.4964
H -1.4979 -3.6970 3.0079
H -0.7252 -4.8719 1.8724
H -3.1646 -5.0283 0.7953
H -3.6935 -4.0610 2.0770
H -1.8228 -5.8984 4.2665
H -3.3756 -4.9170 4.2719
H -3.3744 -7.8639 4.6741
H -3.8846 -6.5560 5.8119
H -5.7924 -7.5573 4.0647
H -5.6215 -5.8752 4.3282
H -4.7010 -7.3607 1.9320
H -5.1870 -5.6638 2.0081
H -2.5071 -8.1177 2.6554
H -1.2552 -6.9286 2.3842
H -1.6002 -6.6046 0.1812
H -3.2669 -7.2930 0.1568
H -1.5924 -8.8872 -0.8352
H -2.1535 -9.5604 0.7317
H -0.5561 -8.7548 0.4428
C -5.1772 0.1006 -1.3877
C -4.1302 1.1527 -1.7304
C -4.6429 2.1006 -2.8299
C -5.5781 3.1676 -2.2439
N -6.0358 4.2588 -3.1957
C -4.9340 5.3759 -3.3600
C -4.9751 6.1544 -2.0860
C -6.4350 6.0228 -1.5835
C -7.1303 5.1165 -2.5839
C -6.3714 3.6740 -4.5658
C -7.6071 2.8006 -4.4969
C -8.0142 2.2308 -5.8642
H -5.4685 -0.5261 -2.2278
H -5.9934 0.5279 -0.8014
H -4.7593 -0.6013 -0.6572
H -3.2182 0.6099 -1.9787
H -3.8470 1.9097 -0.9946
H -5.1403 1.4916 -3.5884
H -3.8130 2.5840 -3.3503
H -5.2035 3.6433 -1.3375
H -6.5021 2.6874 -1.9156
H -5.2471 5.8916 -4.2663
H -3.9738 4.9159 -3.5923
H -4.7561 7.2090 -2.2695
H -4.1912 5.9636 -1.3526
H -6.8521 7.0257 -1.6585
H -6.5753 5.6922 -0.5566
H -7.4076 5.7218 -3.4473
H -7.9133 4.4655 -2.2097
H -5.4410 3.1566 -4.7901
H -6.4356 4.5098 -5.2613
H -8.4149 3.3890 -4.0542
H -7.5611 1.9560 -3.8044
H -7.2973 1.4758 -6.1809
H -8.0677 3.0648 -6.5660
H -9.0103 1.7929 -5.8584
N 0.1051 3.1109 -1.0111
S 0.7584 4.4796 -0.7227
O -0.0389 5.6026 -0.3381
O 1.9304 4.7378 -1.4887
F 1.3686 4.0253 0.7093
S -0.8002 3.6532 -2.3610
O -0.1625 4.3058 -3.4698
O -2.1196 4.0980 -1.9857
F -1.1190 2.2196 -2.9524
N -0.4066 0.9933 1.6480
S 0.0778 1.3408 3.0903
O 0.2883 0.2711 4.0285
O -0.3516 2.6093 3.6237
F 1.5667 1.6944 2.6089
S -2.0506 0.7551 2.1736
O -2.8172 1.9171 2.4464
O -2.3241 -0.5069 2.8094
F -2.5347 0.5091 0.6512



# 6
ORCA calculation (ωB97M-V/def2-TZVPD) on a cluster of 2 separate species, C3H4Cl4Si in total at a distorted geometry.

As for the strongest force on any atom: 4.2 eV Å⁻¹. The spin multiplicity is 1. As for the electronic energy: -61142.43775 eV.

CARTESIAN COORDINATES (ANGSTROEM)
C -1.4637 -0.7404 -0.3478
C -0.7646 0.0267 0.8273
C -1.3709 0.8124 -0.2234
Si 2.5575 -0.2638 0.1365
Cl -2.9780 1.6543 0.2239
Cl 3.7021 0.6904 1.4241
Cl 3.2219 -2.1492 -0.1602
Cl 2.4432 0.7002 -1.5577
H -0.7262 -1.1316 -0.9565
H -2.5009 -1.1206 -0.1575
H -1.1758 -0.0486 1.7646
H -0.9447 1.5701 -0.9733



> Which of these has the lowest electronic energy?

C43H61AsBrN3O2S3Si3Ti



> Among the records above, which one has the highest strongest force on any atom?

C38H88F4N6O12S4V



> Which formula does entry 4 have?

C4H4BrN